(1)
Density functional theory data (ωB97M-V with the def2-TZVPD basis set) for a cluster of 7 separate species, C30H65N9O8P2 in total in a non-equilibrium geometry.

For the HOMO energy (alpha / beta), the calculation gives -10.33 / -10.33 eV. The frontier orbital gap (alpha / beta) comes out at 0.29531 / 0.12906 Ha. Its expectation value of S² is 0.76. As for the spin multiplicity: 2. For the molar mass, the calculation gives 741.85 g/mol. Its charge is +1.

XYZ file:
```
114
Properties=species:S:1:pos:R:3:mulliken_charge:R:1
C -0.523 -4.163 -1.097 0.03
C -0.974 -4.148 -2.592 -0.27
O -1.968 -5.145 -2.689 -0.31
C -2.290 -5.508 -1.496 0.70
O -3.281 -6.162 -1.326 -0.55
O -1.227 -5.273 -0.635 -0.34
H -0.517 -3.202 -0.584 0.00
H 0.524 -4.457 -1.030 0.25
H -0.094 -4.360 -3.199 0.27
H -1.309 -3.146 -2.860 0.24
C 4.568 4.876 -3.698 -0.15
C 5.407 4.551 -2.522 -0.47
O 5.940 3.267 -2.787 -0.33
C 5.167 2.700 -3.681 0.77
O 5.360 1.566 -4.095 -0.59
O 4.310 3.561 -4.242 -0.31
H 4.947 5.457 -4.538 0.37
H 3.693 5.347 -3.252 0.13
H 4.774 4.323 -1.664 0.31
H 6.201 5.293 -2.439 0.33
C 2.197 0.570 -3.147 -1.68
C 1.723 1.722 -2.427 1.28
C 0.910 1.559 -1.152 -0.02
C 0.005 0.475 -0.933 0.00
N -0.746 -0.339 -0.613 -0.38
H 1.488 -0.247 -3.283 0.33
H 3.035 0.113 -2.620 0.39
H 2.704 0.901 -4.053 0.50
H 1.105 2.212 -3.180 -0.78
H 2.422 2.546 -2.283 -0.09
H 0.479 2.509 -0.834 0.24
H 1.676 1.538 -0.377 0.21
C -0.997 5.500 -5.212 -1.40
C -0.204 5.582 -3.928 -0.05
C -0.751 4.893 -2.628 -0.17
C 0.078 5.227 -1.482 0.14
N 0.823 5.389 -0.642 -0.55
H -1.821 4.793 -5.318 0.26
H -0.337 5.437 -6.077 0.35
H -1.450 6.468 -5.424 0.49
H -0.287 6.624 -3.617 0.36
H 0.782 5.129 -4.023 0.06
H -0.706 3.809 -2.731 0.15
H -1.732 5.208 -2.271 0.41
C 0.121 0.172 -6.163 -1.35
C -0.521 1.568 -5.932 0.24
C -1.241 2.238 -7.126 -0.34
C -0.600 2.335 -8.439 0.14
N -0.084 2.391 -9.475 -0.44
H -0.557 -0.650 -6.392 0.42
H 0.750 -0.294 -5.404 0.17
H 0.865 0.197 -6.959 0.39
H 0.316 2.202 -5.637 0.04
H -1.233 1.358 -5.134 0.30
H -1.628 3.233 -6.905 0.07
H -2.087 1.559 -7.227 0.35
O -5.804 -1.894 4.175 -0.76
P -4.612 -1.969 3.378 0.19
N -3.233 -2.582 4.271 0.43
C -2.161 -1.666 4.797 -1.22
C -3.409 -3.728 5.173 -1.19
N -4.092 -0.493 2.584 0.34
C -5.023 0.604 2.240 -0.93
C -2.882 -0.511 1.651 -1.19
N -4.786 -3.054 2.055 0.34
C -6.093 -3.094 1.570 -0.85
C -3.803 -4.075 1.634 -1.02
H -2.192 -1.882 5.865 0.62
H -2.372 -0.601 4.705 0.38
H -1.148 -1.834 4.431 0.20
H -4.037 -3.236 5.915 0.51
H -2.516 -4.100 5.675 0.33
H -4.008 -4.480 4.659 0.30
H -4.657 1.381 1.569 0.36
H -6.012 0.378 1.842 0.29
H -5.178 1.209 3.133 0.36
H -2.610 0.528 1.464 0.64
H -1.984 -0.950 2.087 0.26
H -3.128 -0.931 0.676 0.30
H -6.063 -3.377 0.518 0.35
H -6.593 -3.759 2.275 0.39
H -6.654 -2.163 1.648 0.27
H -3.789 -3.987 0.548 0.45
H -4.309 -5.027 1.796 0.43
H -2.765 -3.939 1.938 0.34
O 4.464 -0.469 4.965 -0.81
P 3.138 -0.886 4.399 0.14
N 1.776 -0.077 5.093 0.41
C 1.470 1.361 4.586 -1.15
C 1.401 -0.474 6.453 -1.05
N 2.839 -2.584 4.475 0.18
C 3.951 -3.543 4.003 -0.94
C 1.540 -3.110 4.411 -0.80
N 3.047 -0.606 2.683 0.32
C 1.915 -0.865 1.856 -0.56
C 4.244 0.170 2.209 -1.07
H 2.180 1.904 5.210 0.46
H 0.525 1.805 4.899 0.38
H 1.808 1.680 3.600 0.27
H 2.166 -1.114 6.891 0.37
H 0.442 -0.982 6.349 0.14
H 1.216 0.383 7.101 0.40
H 4.817 -2.925 3.768 0.29
H 4.158 -4.240 4.815 0.33
H 3.572 -4.159 3.187 0.35
H 1.037 -2.943 3.459 0.11
H 1.534 -4.184 4.601 0.51
H 0.898 -2.707 5.195 0.13
H 2.046 -0.258 0.960 -0.02
H 1.693 -1.920 1.693 0.22
H 0.957 -0.477 2.201 0.22
H 4.408 0.121 1.132 0.44
H 5.147 -0.220 2.678 0.32
H 4.324 1.249 2.337 0.37
```

***

(2)
Density functional theory data (ωB97M-V with the def2-TZVPD basis set) for a cluster of 2 separate species, C3H6N2O in total in a non-equilibrium geometry.

For the HOMO energy, the calculation gives -9.13 eV. As for the energy above the lowest of the compared OMol25 structures with the same formula, charge and spin: 1.456 eV. The frontier orbital gap comes out at 0.36795 Ha. For the molar mass, the calculation gives 86.09 g/mol. Its charge is 0.

XYZ file:
```
12
Properties=species:S:1:pos:R:3:mulliken_charge:R:1
C -0.230 1.337 -0.299 -0.89
C 2.640 -0.653 0.238 0.14
O 2.859 -1.678 -0.196 -0.16
N -0.214 -1.228 1.212 -0.69
C -0.965 -0.961 0.217 0.08
N -1.170 0.241 -0.420 -0.21
H 0.765 1.089 -0.694 0.27
H -0.624 2.196 -0.845 0.33
H -0.111 1.639 0.747 0.30
H 0.281 -0.397 1.541 0.24
H -1.561 -1.774 -0.208 0.35
H -1.670 0.188 -1.292 0.24
```